[1]
{
  "formula": "C28H48CoN7OS2Si3",
  "method": "ωB97M-V/def2-TZVPD",
  "elements": ["Co", "C", "C", "N", "N", "C", "S", "N", "N", "H", "H", "H", "H", "H", "H", "C", "Si", "C", "C", "C", "Si", "C", "C", "C", "Si", "C", "C", "C", "C", "C", "C", "C", "N", "H", "H", "H", "H", "H", "H", "H", "H", "H", "H", "H", "H", "H", "H", "H", "H", "H", "H", "H", "H", "H", "H", "H", "H", "H", "H", "H", "H", "C", "C", "C", "N", "C", "S", "N", "C", "O", "C", "C", "C", "C", "C", "C", "H", "H", "H", "H", "H", "H", "H", "H", "H", "H", "H", "H", "H", "H"],
  "xyz": [[-0.32, 0.59, 0.11], [0.64, 5.71, 0.48], [1.49, 4.58, 0.06], [2.75, 4.62, -0.22], [3.09, 3.34, -0.56], [2.07, 2.49, -0.49], [1.93, 0.84, -0.79], [1.04, 3.27, -0.09], [-0.24, 2.74, 0.09], [1.25, 6.60, 0.54], [0.19, 5.53, 1.46], [-0.16, 5.88, -0.24], [4.04, 3.12, -0.82], [-0.85, 3.08, -0.66], [-0.61, 3.06, 0.97], [-2.68, 0.95, -3.28], [-3.07, 1.77, -1.65], [-2.42, 3.54, -1.87], [-4.91, 2.07, -1.41], [-2.44, 0.71, -0.15], [-3.05, -1.13, -0.36], [-2.24, -2.02, -1.82], [-4.88, -1.27, -0.73], [-2.83, -2.08, 1.26], [-2.96, 1.38, 1.54], [-4.53, 0.70, 2.28], [-3.14, 3.26, 1.68], [-1.49, 0.98, 2.67], [-1.56, 0.95, 4.06], [-0.41, 0.79, 4.81], [0.81, 0.68, 4.17], [0.83, 0.71, 2.79], [-0.29, 0.83, 2.06], [-2.88, 1.66, -4.08], [-3.30, 0.07, -3.47], [-1.64, 0.65, -3.34], [-3.14, 4.00, -2.56], [-1.46, 3.61, -2.39], [-2.43, 4.19, -0.99], [-5.25, 2.62, -2.28], [-5.11, 2.70, -0.54], [-5.51, 1.18, -1.32], [-2.94, -2.07, -2.65], [-2.00, -3.04, -1.52], [-1.32, -1.56, -2.18], [-5.13, -0.98, -1.75], [-5.53, -0.73, -0.04], [-5.12, -2.33, -0.64], [-2.23, -1.57, 2.02], [-2.36, -3.05, 1.08], [-3.81, -2.28, 1.68], [-5.38, 0.90, 1.64], [-4.72, 1.20, 3.23], [-4.49, -0.37, 2.47], [-3.87, 3.66, 0.99], [-2.23, 3.86, 1.57], [-3.51, 3.47, 2.69], [-2.52, 1.05, 4.54], [-0.46, 0.75, 5.89], [1.74, 0.58, 4.71], [1.76, 0.64, 2.24], [3.91, -3.15, -3.36], [2.49, -3.60, -3.08], [1.67, -2.59, -2.29], [2.25, -2.45, -0.95], [1.64, -2.06, 0.14], [-0.07, -1.71, 0.17], [2.28, -1.97, 1.33], [3.68, -1.81, 1.63], [3.96, -0.96, 2.43], [4.65, -2.71, 0.97], [5.93, -2.22, 0.70], [6.87, -3.06, 0.12], [6.55, -4.38, -0.14], [5.29, -4.88, 0.16], [4.34, -4.05, 0.72], [4.43, -3.87, -3.98], [4.51, -3.04, -2.45], [3.93, -2.19, -3.89], [2.49, -4.55, -2.54], [1.96, -3.78, -4.02], [0.63, -2.89, -2.18], [1.70, -1.61, -2.78], [3.23, -2.70, -0.87], [1.70, -1.60, 2.07], [6.17, -1.19, 0.93], [7.86, -2.68, -0.10], [7.30, -5.04, -0.57], [5.06, -5.92, -0.02], [3.36, -4.44, 0.98]],
  "lumo_energy_ev": [-6.665, -7.063],
  "homo_lumo_gap_ev": [7.6, 6.9],
  "homo_energy_ev": [-14.259, -14.005],
  "total_charge": 2
}

***

[2]
{
  "formula": "C28H48F3N9O16",
  "method": "ωB97M-V/def2-TZVPD",
  "elements": ["H", "N", "C", "C", "C", "C", "C", "O", "C", "C", "C", "C", "C", "C", "O", "C", "C", "C", "C", "C", "N", "C", "C", "C", "C", "C", "F", "F", "F", "H", "H", "H", "H", "H", "H", "H", "H", "H", "H", "H", "H", "H", "H", "H", "H", "H", "H", "H", "H", "H", "H", "H", "H", "H", "H", "C", "N", "O", "O", "H", "H", "H", "C", "N", "O", "O", "H", "H", "H", "C", "N", "O", "O", "H", "H", "H", "C", "N", "O", "O", "H", "H", "H", "C", "N", "O", "O", "H", "H", "H", "C", "N", "O", "O", "H", "H", "H", "C", "N", "O", "O", "H", "H", "H"],
  "xyz": [[3.41, -4.80, -2.09], [2.63, -4.15, -1.91], [1.84, -4.73, -1.07], [0.51, -4.04, -0.55], [0.78, -3.50, 0.92], [-0.54, -3.20, 1.77], [-1.72, -2.57, 0.95], [-2.37, -3.17, 0.09], [-2.14, -1.05, 1.19], [-2.17, -0.53, 2.61], [-2.54, 0.89, 2.95], [-2.86, 1.79, 1.80], [-2.83, 1.32, 0.36], [-2.48, -0.12, 0.06], [1.52, -2.27, 0.78], [2.55, -2.12, 1.77], [2.36, -0.67, 2.45], [3.31, -0.62, 3.71], [2.92, 0.41, 4.81], [2.72, 1.34, 5.59], [2.51, 0.37, 1.43], [3.89, 0.77, 1.10], [4.50, 1.97, 1.94], [4.14, 1.01, -0.48], [3.29, 0.03, -1.41], [1.54, 1.41, 1.46], [0.32, 0.86, 0.97], [1.21, 1.90, 2.74], [1.80, 2.52, 0.67], [2.05, -5.78, -0.68], [0.37, -3.11, -1.20], [-0.41, -4.68, -0.65], [1.37, -4.32, 1.45], [-0.25, -2.50, 2.61], [-0.88, -4.17, 2.27], [-1.89, -1.24, 3.44], [-2.58, 1.24, 4.03], [-3.13, 2.88, 1.95], [-3.05, 1.99, -0.52], [-2.47, -0.51, -1.01], [3.60, -2.18, 1.35], [2.48, -2.88, 2.61], [1.28, -0.67, 2.84], [3.25, -1.64, 4.21], [4.41, -0.48, 3.47], [2.27, 2.03, 6.35], [4.56, -0.13, 1.32], [5.16, 1.52, 2.76], [5.19, 2.63, 1.32], [3.74, 2.61, 2.49], [5.24, 0.92, -0.73], [3.86, 2.09, -0.70], [3.99, -0.41, -2.19], [2.44, 0.60, -1.88], [2.92, -0.85, -0.80], [0.23, 2.51, -3.15], [0.97, 1.40, -3.82], [0.44, 0.30, -3.83], [2.05, 1.67, -4.30], [-0.71, 2.12, -2.77], [0.86, 2.87, -2.34], [0.06, 3.28, -3.90], [-2.18, 5.59, 0.46], [-2.68, 4.58, -0.51], [-3.88, 4.55, -0.71], [-1.85, 3.85, -1.02], [-3.02, 6.17, 0.84], [-1.68, 5.06, 1.26], [-1.48, 6.24, -0.08], [4.66, 4.82, -1.92], [5.52, 4.86, -0.71], [5.84, 3.80, -0.21], [5.84, 5.97, -0.31], [4.45, 3.78, -2.16], [3.74, 5.35, -1.69], [5.20, 5.30, -2.73], [-2.80, -1.86, -3.61], [-3.79, -0.87, -4.10], [-4.28, -1.07, -5.20], [-4.05, 0.06, -3.37], [-2.67, -2.63, -4.36], [-1.86, -1.32, -3.44], [-3.18, -2.28, -2.69], [3.55, 6.36, 2.66], [2.51, 7.29, 2.15], [2.02, 7.05, 1.06], [2.22, 8.23, 2.86], [3.71, 5.57, 1.92], [4.46, 6.93, 2.81], [3.19, 5.94, 3.59], [-6.37, -2.91, -1.24], [-5.63, -4.01, -1.90], [-6.16, -5.11, -1.92], [-4.54, -3.74, -2.38], [-7.32, -3.29, -0.87], [-5.76, -2.54, -0.42], [-6.54, -2.13, -1.99], [-7.01, -8.02, -2.41], [-7.53, -9.21, -1.69], [-7.51, -9.18, -0.47], [-7.95, -10.13, -2.37], [-6.67, -7.29, -1.68], [-6.18, -8.35, -3.03], [-7.82, -7.62, -3.02]],
  "lumo_energy_ev": -0.138,
  "homo_lumo_gap_ev": 9.0,
  "homo_energy_ev": -9.169,
  "total_charge": 0
}

***

[3]
{
  "formula": "C28H48F4N4O26S3",
  "method": "ωB97M-V/def2-TZVPD",
  "elements": ["C", "N", "O", "O", "H", "H", "H", "C", "N", "O", "O", "H", "H", "H", "C", "N", "O", "O", "H", "H", "H", "C", "N", "O", "O", "H", "H", "H", "C", "C", "C", "S", "O", "O", "C", "H", "H", "H", "H", "H", "H", "H", "H", "C", "C", "C", "S", "O", "O", "C", "H", "H", "H", "H", "H", "H", "H", "H", "C", "C", "C", "S", "O", "O", "C", "H", "H", "H", "H", "H", "H", "H", "H", "C", "C", "O", "C", "O", "O", "F", "H", "H", "H", "C", "C", "O", "C", "O", "O", "F", "H", "H", "H", "C", "C", "O", "C", "O", "O", "F", "H", "H", "H", "C", "C", "O", "C", "O", "O", "F", "H", "H", "H"],
  "xyz": [[11.50, -9.00, 13.20], [10.12, -8.36, 13.40], [10.06, -7.16, 13.33], [9.16, -9.14, 13.66], [11.94, -8.78, 12.23], [11.38, -10.08, 13.23], [12.07, -8.78, 14.10], [9.76, -11.61, 16.19], [8.88, -11.88, 17.33], [8.79, -13.04, 17.54], [8.38, -11.01, 18.02], [9.68, -12.18, 15.26], [10.59, -12.08, 16.71], [9.92, -10.55, 16.00], [3.99, -11.87, 11.69], [3.94, -13.26, 11.11], [4.02, -14.17, 11.96], [3.74, -13.24, 9.90], [4.81, -11.40, 11.16], [4.27, -11.99, 12.74], [3.04, -11.36, 11.55], [13.48, -13.26, 11.43], [12.08, -12.73, 11.75], [11.67, -12.87, 12.92], [11.51, -12.01, 10.90], [14.14, -12.39, 11.51], [13.32, -13.61, 10.41], [13.63, -14.00, 12.21], [8.92, -14.34, 11.06], [8.45, -13.52, 12.22], [8.39, -11.97, 11.88], [8.08, -11.99, 10.06], [9.21, -11.38, 9.37], [6.76, -11.63, 9.71], [8.12, -13.92, 9.84], [8.69, -15.35, 11.39], [9.99, -14.22, 10.91], [9.05, -13.78, 13.10], [7.46, -13.92, 12.46], [9.30, -11.45, 12.18], [7.49, -11.66, 12.41], [8.46, -14.15, 8.83], [7.16, -14.39, 10.08], [5.68, -16.95, 15.93], [6.69, -16.50, 16.97], [7.92, -17.18, 16.58], [8.16, -17.21, 14.73], [8.42, -18.56, 14.31], [8.81, -16.09, 14.18], [6.39, -16.91, 14.55], [4.78, -16.34, 15.84], [5.38, -17.97, 16.17], [6.39, -16.65, 18.01], [6.75, -15.42, 16.86], [7.73, -18.24, 16.78], [8.85, -16.85, 17.04], [5.98, -17.59, 13.80], [6.34, -15.92, 14.11], [5.81, -17.93, 10.23], [5.61, -18.98, 9.14], [4.12, -19.40, 9.08], [3.13, -17.94, 9.45], [2.15, -18.27, 10.53], [2.79, -17.25, 8.22], [4.53, -16.97, 10.23], [6.84, -17.57, 10.16], [5.70, -18.49, 11.16], [6.27, -19.83, 9.31], [5.90, -18.53, 8.19], [3.95, -20.09, 9.92], [3.67, -19.85, 8.20], [4.16, -16.71, 11.23], [4.84, -16.11, 9.65], [10.70, -17.31, 10.52], [10.32, -18.78, 10.24], [9.68, -18.71, 9.07], [9.76, -17.56, 8.51], [9.22, -17.18, 7.53], [10.41, -16.65, 9.32], [9.46, -19.01, 11.10], [11.78, -17.20, 10.58], [10.38, -17.00, 11.51], [11.12, -19.51, 10.16], [4.38, -10.25, 7.45], [3.09, -10.89, 6.80], [2.57, -9.83, 6.09], [2.90, -8.71, 6.73], [2.33, -7.54, 6.57], [3.92, -8.90, 7.55], [2.17, -11.35, 7.66], [5.23, -10.34, 6.78], [4.71, -10.62, 8.42], [3.27, -11.81, 6.23], [8.49, -7.12, 10.77], [7.60, -8.23, 10.37], [6.51, -7.47, 9.82], [6.79, -6.14, 9.78], [6.02, -5.23, 9.50], [8.01, -5.91, 10.21], [7.20, -8.79, 11.49], [9.53, -7.13, 10.46], [8.29, -6.99, 11.83], [7.99, -9.01, 9.71], [6.10, -9.27, 14.43], [5.74, -8.89, 15.85], [5.64, -7.55, 15.71], [6.21, -7.12, 14.69], [6.11, -6.01, 14.16], [6.71, -8.10, 13.99], [6.88, -9.26, 16.46], [5.13, -9.30, 13.93], [6.78, -10.11, 14.28], [4.87, -9.44, 16.20]],
  "multiplicity": 2,
  "lumo_energy_ev": [1.522, 1.522],
  "homo_lumo_gap_ev": [3.5, 7.0],
  "homo_energy_ev": [-1.967, -5.484],
  "total_charge": -1
}

***

[4]
{
  "formula": "C28H48N5O4S3",
  "method": "ωB97M-V/def2-TZVPD",
  "elements": ["C", "C", "O", "H", "H", "H", "H", "H", "C", "S", "O", "C", "H", "H", "H", "H", "H", "H", "C", "S", "O", "C", "H", "H", "H", "H", "H", "H", "C", "S", "O", "C", "H", "H", "H", "H", "H", "H", "N", "C", "C", "C", "C", "H", "H", "H", "H", "H", "N", "C", "C", "C", "C", "H", "H", "H", "H", "H", "N", "C", "C", "C", "C", "H", "H", "H", "H", "H", "N", "C", "C", "C", "C", "H", "H", "H", "H", "H", "N", "C", "C", "C", "C", "H", "H", "H", "H", "H"],
  "xyz": [[0.02, 1.19, 1.38], [-0.26, 0.10, 0.45], [-1.54, 0.01, -0.11], [0.00, 2.20, 0.96], [1.02, 1.07, 1.78], [-0.66, 1.21, 2.23], [0.15, -0.82, 0.87], [0.42, 0.38, -0.36], [1.21, -4.43, -0.02], [-0.46, -5.03, 0.56], [-0.64, -6.48, 0.12], [-0.24, -4.94, 2.42], [1.34, -3.43, 0.39], [1.05, -4.39, -1.10], [1.95, -5.10, 0.40], [-0.30, -3.90, 2.76], [0.67, -5.43, 2.76], [-1.09, -5.49, 2.82], [3.70, 5.97, 0.80], [3.46, 4.78, -0.50], [4.49, 3.68, -0.33], [1.84, 4.04, -0.08], [2.84, 6.64, 0.82], [4.46, 6.70, 0.51], [3.83, 5.56, 1.81], [1.61, 3.80, 0.96], [1.82, 3.09, -0.61], [1.03, 4.65, -0.49], [2.00, -0.58, 3.66], [3.06, -2.11, 3.89], [2.05, -3.26, 3.95], [4.07, -2.25, 2.29], [1.83, -0.18, 4.66], [1.00, -0.79, 3.28], [2.56, 0.11, 3.02], [4.10, -1.42, 1.59], [3.72, -3.13, 1.75], [5.04, -2.44, 2.75], [-0.67, -1.33, -2.64], [-0.84, -2.55, -2.11], [-0.74, -3.44, -3.12], [-0.47, -2.78, -4.31], [-0.41, -1.42, -3.99], [-0.74, -0.49, -2.08], [-0.90, -2.65, -1.03], [-0.76, -4.52, -3.00], [-0.20, -3.24, -5.25], [-0.22, -0.57, -4.63], [-3.90, 1.58, 0.26], [-5.10, 1.42, -0.36], [-5.78, 2.63, -0.20], [-5.00, 3.49, 0.51], [-3.81, 2.87, 0.74], [-3.15, 0.90, 0.22], [-5.19, 0.45, -0.82], [-6.72, 3.02, -0.55], [-5.24, 4.53, 0.67], [-2.94, 3.25, 1.25], [3.85, 0.95, -1.50], [4.30, 0.50, -2.72], [3.59, -0.65, -2.97], [2.86, -0.99, -1.78], [3.01, 0.07, -0.92], [4.07, 1.84, -1.08], [4.96, 1.09, -3.34], [3.68, -1.20, -3.90], [2.13, -1.79, -1.68], [2.59, 0.34, 0.03], [-3.30, -1.43, 2.14], [-4.22, -0.74, 2.88], [-4.75, -1.64, 3.79], [-4.16, -2.87, 3.55], [-3.35, -2.76, 2.47], [-2.82, -1.17, 1.29], [-4.31, 0.34, 2.84], [-5.42, -1.34, 4.59], [-4.32, -3.82, 4.03], [-2.82, -3.56, 1.96], [-0.61, 2.05, -2.27], [0.53, 2.08, -3.04], [0.41, 3.11, -3.92], [-0.79, 3.75, -3.71], [-1.40, 3.14, -2.62], [-0.94, 1.29, -1.70], [1.30, 1.33, -2.93], [1.01, 3.36, -4.78], [-1.14, 4.64, -4.21], [-2.32, 3.34, -2.10]],
  "lumo_energy_ev": 1.933,
  "homo_lumo_gap_ev": 7.4,
  "homo_energy_ev": -5.454,
  "total_charge": -1
}

***

[5]
{
  "formula": "C28H48N6O4PPdS3",
  "method": "ωB97M-V/def2-TZVPD",
  "elements": ["Pd", "C", "C", "N", "C", "C", "S", "C", "C", "S", "C", "N", "C", "H", "H", "H", "H", "H", "H", "H", "H", "C", "C", "C", "C", "P", "N", "C", "C", "C", "C", "C", "C", "C", "C", "H", "H", "H", "H", "H", "H", "H", "H", "H", "H", "H", "H", "H", "H", "H", "H", "H", "H", "H", "H", "H", "H", "H", "H", "H", "H", "H", "C", "C", "S", "O", "O", "C", "C", "N", "C", "N", "C", "C", "N", "O", "O", "C", "H", "H", "H", "H", "H", "H", "H", "H", "H", "H", "H", "H", "H"],
  "xyz": [[0.32, -1.48, -0.86], [-2.36, -3.18, -2.30], [-1.05, -3.29, -3.00], [0.03, -2.65, -2.64], [1.10, -2.89, -3.48], [0.81, -3.74, -4.50], [-0.82, -4.24, -4.40], [2.37, -2.21, -3.20], [3.55, -2.32, -3.86], [4.71, -1.30, -3.12], [3.55, -0.79, -1.97], [2.39, -1.35, -2.13], [3.83, 0.22, -0.90], [-2.23, -2.67, -1.35], [-2.80, -4.17, -2.12], [-3.07, -2.61, -2.90], [1.46, -4.08, -5.29], [3.79, -2.93, -4.71], [4.77, 0.00, -0.39], [3.00, 0.20, -0.19], [3.91, 1.22, -1.33], [3.23, -0.56, 3.02], [1.74, -0.39, 3.36], [1.43, 1.11, 3.23], [1.55, -0.84, 4.81], [0.71, -1.34, 2.10], [0.80, -0.49, 0.75], [1.43, -3.06, 1.85], [1.73, -3.88, 3.12], [2.73, -2.97, 1.04], [0.44, -3.86, 0.99], [-1.07, -1.53, 2.75], [-1.53, -0.20, 3.35], [-1.99, -1.79, 1.54], [-1.31, -2.63, 3.79], [3.80, 0.14, 3.63], [3.43, -0.33, 1.97], [3.60, -1.55, 3.25], [2.22, 1.67, 3.75], [0.48, 1.39, 3.69], [1.42, 1.42, 2.18], [2.25, -0.27, 5.43], [1.78, -1.89, 4.96], [0.56, -0.65, 5.20], [2.53, -3.43, 3.70], [2.06, -4.88, 2.83], [0.86, -4.00, 3.77], [3.58, -2.66, 1.64], [2.65, -2.28, 0.20], [2.97, -3.96, 0.64], [-0.45, -4.15, 1.53], [0.93, -4.77, 0.63], [0.11, -3.31, 0.09], [-1.34, 0.65, 2.69], [-1.09, 0.01, 4.32], [-2.61, -0.25, 3.51], [-1.76, -1.12, 0.71], [-3.02, -1.59, 1.84], [-1.96, -2.82, 1.19], [-0.67, -2.53, 4.67], [-1.18, -3.63, 3.39], [-2.35, -2.56, 4.14], [-2.28, 8.48, -1.24], [-1.70, 7.23, -1.90], [-2.65, 5.81, -1.42], [-2.43, 5.54, -0.02], [-3.99, 5.95, -1.92], [-1.88, 4.45, -2.31], [-2.73, 3.22, -2.03], [-1.97, 1.98, -2.25], [-1.39, 1.27, -1.25], [-0.76, 0.21, -1.75], [-0.91, 0.25, -3.10], [-1.65, 1.34, -3.42], [-2.03, 1.77, -4.73], [-1.70, 1.05, -5.65], [-2.62, 2.83, -4.83], [-1.43, 1.67, 0.17], [-1.68, 9.34, -1.52], [-2.27, 8.38, -0.15], [-3.31, 8.64, -1.57], [-0.67, 7.04, -1.58], [-1.74, 7.28, -2.99], [-0.88, 4.34, -1.90], [-1.84, 4.69, -3.37], [-3.61, 3.21, -2.66], [-3.05, 3.20, -0.99], [-0.47, -0.47, -3.77], [-2.41, 1.47, 0.62], [-1.23, 2.74, 0.29], [-0.66, 1.09, 0.68]],
  "lumo_energy_ev": -3.186,
  "homo_lumo_gap_ev": 7.0,
  "homo_energy_ev": -10.233,
  "total_charge": 1
}

***

no.,E_tot (eV)
1,-125213.1138
2,-84112.1051
3,-132369.0688
4,-77957.7104
5,-92212.1357